1.
A 9-piece molecular cluster, C48H103F6N13O6P overall in a non-equilibrium geometry. Source: OMol25; level of theory: ωB97M-V/def2-TZVPD.

Properties
HOMO-LUMO gap: 8.76 eV
Lowest unoccupied orbital energy: -12.4 eV
Molecular weight: 1103.4 Da
Net charge: +7

```
177
Properties=species:S:1:pos:R:3:mulliken_charge:R:1
P -12.84729 -7.52846 -8.23631 1.87
F -11.67692 -7.27006 -9.33352 -0.39
F -13.28954 -8.79815 -9.10761 -0.62
F -11.87627 -8.41646 -7.30204 -0.23
F -14.14642 -7.75819 -7.27952 -0.48
F -12.45676 -6.22477 -7.31252 -0.11
F -13.83980 -6.53046 -9.10981 -0.43
C -11.52489 -3.39605 -3.17799 -1.38
C -10.79134 -3.44821 -4.51104 0.00
N -10.27767 -4.81538 -4.77423 0.36
C -9.69546 -5.68095 -3.86495 -0.59
C -9.03230 -6.62612 -4.55479 -0.57
N -9.30988 -6.43880 -5.88827 0.34
C -10.11780 -5.37501 -5.98364 -0.52
C -8.71941 -7.16543 -7.02023 -0.76
H -10.85921 -3.68474 -2.36388 0.43
H -12.45078 -3.96136 -3.08551 0.27
H -11.78713 -2.36205 -2.94816 0.44
H -9.95097 -2.75776 -4.54086 0.36
H -11.46285 -3.17704 -5.32580 0.09
H -9.77617 -5.51261 -2.80507 0.49
H -8.31053 -7.39701 -4.33534 0.60
H -10.43315 -4.87856 -6.88462 0.47
H -8.77636 -6.51036 -7.88019 0.19
H -9.25550 -8.11053 -7.11806 0.24
H -7.73159 -7.46369 -6.66999 0.45
C -12.85458 -8.61984 -4.32565 -0.52
C -11.87861 -9.67052 -3.78243 -0.31
N -11.59164 -9.52979 -2.34443 0.24
C -10.45057 -9.01652 -1.76534 -0.32
C -10.63482 -8.89243 -0.43578 -0.67
N -11.93628 -9.31727 -0.17084 0.11
C -12.45532 -9.68850 -1.33539 -0.16
C -12.59843 -9.32653 1.14880 -0.74
H -13.55997 -8.98316 -5.07239 0.22
H -12.41546 -7.75066 -4.81632 -0.28
H -13.47207 -8.21150 -3.52195 0.58
H -10.94063 -9.49804 -4.30767 0.27
H -12.22663 -10.68128 -3.97284 0.06
H -9.57245 -8.82075 -2.35599 0.57
H -9.95349 -8.60579 0.34802 0.48
H -13.48907 -9.98888 -1.41648 0.43
H -13.64494 -9.06431 1.02964 0.32
H -12.07069 -8.65122 1.81337 0.32
H -12.49776 -10.35432 1.49604 0.35
C -15.08473 -4.39947 -4.88687 -1.27
C -15.32134 -4.43377 -6.37371 -0.16
N -14.73069 -3.28599 -7.05495 0.59
C -13.68346 -3.34064 -7.95685 0.05
C -13.32389 -2.06203 -8.26469 -1.04
N -14.14134 -1.22611 -7.55401 0.08
C -14.95825 -1.99558 -6.82160 -0.34
C -14.10922 0.25203 -7.58312 -0.72
H -15.60478 -5.24421 -4.43431 0.44
H -15.37709 -3.49279 -4.36006 0.47
H -14.02259 -4.54760 -4.67068 0.06
H -16.37056 -4.42811 -6.68731 0.36
H -14.95328 -5.33007 -6.87397 0.02
H -13.29634 -4.28600 -8.30863 0.17
H -12.55390 -1.68135 -8.91462 0.59
H -15.69420 -1.52221 -6.18824 0.52
H -15.09322 0.56297 -7.24993 0.30
H -13.77975 0.53197 -8.58026 0.33
H -13.31385 0.60788 -6.92846 0.35
C -15.78537 -7.72744 -11.41730 -1.39
C -14.89379 -6.75722 -12.17105 0.04
N -13.89779 -7.52357 -12.97199 0.41
C -13.25244 -8.64239 -12.51045 -0.19
C -12.40913 -9.02787 -13.51278 -1.02
N -12.47834 -8.10977 -14.54307 0.22
C -13.37298 -7.18903 -14.15534 -0.17
C -11.85410 -8.20903 -15.83772 -0.91
H -16.44521 -8.27082 -12.09463 0.51
H -16.42337 -7.25936 -10.66724 0.33
H -15.29796 -8.45854 -10.76991 0.22
H -14.29163 -6.09220 -11.55682 -0.14
H -15.61994 -6.16853 -12.72922 0.41
H -13.48380 -8.95342 -11.50648 0.43
H -11.76088 -9.88448 -13.60168 0.55
H -13.74883 -6.42736 -14.82139 0.49
H -11.90420 -7.29477 -16.42926 0.38
H -12.32224 -9.02497 -16.38695 0.38
H -10.77650 -8.38227 -15.82115 0.33
C -9.69218 -9.74822 -10.20530 0.04
C -8.20252 -9.51570 -10.54788 -1.01
N -7.35438 -10.67247 -10.18073 0.24
C -7.17721 -11.83427 -10.89446 -0.29
C -6.22065 -12.55960 -10.22107 -0.54
N -5.91904 -11.88426 -9.06326 0.12
C -6.60996 -10.73676 -9.09302 -0.02
C -5.03649 -12.26754 -7.98949 -0.78
H -9.99121 -10.76437 -9.96642 0.40
H -10.26380 -9.45081 -11.08842 -0.15
H -10.00427 -9.05240 -9.42966 -0.18
H -7.86273 -8.56657 -10.13789 0.48
H -8.07547 -9.38809 -11.62335 0.30
H -7.64684 -12.02292 -11.84376 0.46
H -5.72132 -13.46982 -10.51313 0.48
H -6.41051 -9.98491 -8.34708 0.36
H -4.76014 -11.42018 -7.36097 0.31
H -4.11073 -12.68369 -8.38237 0.36
H -5.46655 -12.96680 -7.27201 0.34
C -12.26464 -11.74757 -7.61190 -0.41
O -12.89849 -12.98516 -7.27784 -0.41
C -13.69248 -12.94165 -6.10964 -0.02
C -14.10233 -14.37816 -5.75628 -1.01
N -15.10480 -14.90682 -6.79342 -0.22
H -15.67465 -14.09415 -7.05426 0.43
H -14.64662 -15.15194 -7.67204 0.45
C -16.06798 -16.03256 -6.44524 -0.70
C -16.99280 -15.57044 -5.31754 -0.52
O -17.51226 -14.33120 -5.74237 -0.34
C -18.40027 -13.70930 -4.79609 -0.71
H -11.75634 -11.26718 -6.76509 0.19
H -12.99950 -10.97893 -7.86982 0.32
H -11.58395 -12.03337 -8.40677 0.12
H -14.53161 -12.24255 -6.10047 0.42
H -13.00329 -12.72706 -5.28265 0.11
H -14.47623 -14.51083 -4.74635 0.35
H -13.38588 -15.17472 -5.97564 0.42
H -15.52427 -16.96176 -6.30518 0.39
H -16.69368 -16.08911 -7.33555 0.36
H -16.43634 -15.44421 -4.38286 0.35
H -17.81270 -16.27274 -5.15488 0.52
H -18.74053 -12.81651 -5.31331 0.24
H -17.86361 -13.42756 -3.88749 0.30
H -19.19801 -14.43232 -4.62111 0.33
C -6.88149 -1.62306 -13.38302 -0.78
O -7.09434 -3.03852 -13.45761 -0.43
C -7.06536 -3.65572 -14.70714 -0.61
C -7.13716 -5.15499 -14.46676 -0.59
N -8.10556 -5.36410 -13.31508 -0.07
H -7.66605 -5.85567 -12.53983 0.39
H -8.24670 -4.39559 -12.95660 0.59
C -9.39447 -6.09971 -13.57606 -1.16
C -10.17728 -6.11798 -12.27397 1.18
O -10.33194 -4.77010 -11.86768 -0.50
C -10.62525 -4.58961 -10.49636 -0.71
H -7.50456 -1.10974 -14.11961 0.36
H -5.84088 -1.41113 -13.62477 0.30
H -7.16098 -1.27349 -12.39545 0.26
H -6.25619 -3.41806 -15.40349 0.51
H -7.92916 -3.34757 -15.31370 0.32
H -6.19342 -5.58683 -14.13697 0.41
H -7.47146 -5.71364 -15.33791 0.35
H -9.12287 -7.10152 -13.91061 0.43
H -9.91976 -5.63398 -14.40760 0.36
H -9.70796 -6.69781 -11.46460 -0.03
H -11.14854 -6.62595 -12.30696 -0.47
H -11.59449 -4.88893 -10.09677 0.07
H -10.66854 -3.49857 -10.39522 0.49
H -9.81907 -4.78534 -9.78165 0.30
C -20.18879 -9.13171 -10.54231 -0.83
O -20.22241 -7.75690 -10.91060 -0.32
C -20.93098 -7.60557 -12.12549 -0.63
C -20.87453 -6.16840 -12.53171 -0.62
N -19.46438 -5.65991 -12.47834 -0.19
H -18.92036 -5.99872 -11.67203 0.47
H -18.89422 -6.02396 -13.24602 0.42
C -19.20941 -4.15626 -12.47336 -0.73
C -17.83969 -3.80729 -11.86458 -0.48
O -17.34737 -4.85950 -11.03057 -0.29
C -16.22287 -4.40731 -10.30434 -1.12
H -21.18354 -9.57942 -10.45779 0.37
H -19.82205 -9.25526 -9.52418 0.25
H -19.60318 -9.69075 -11.27343 0.34
H -21.95722 -7.98099 -12.11775 0.54
H -20.49668 -8.20955 -12.93588 0.39
H -21.42882 -5.46917 -11.90125 0.33
H -21.35332 -5.99539 -13.49653 0.42
H -20.01373 -3.69776 -11.90589 0.44
H -19.26510 -3.86413 -13.51924 0.34
H -18.04578 -2.93625 -11.23275 0.36
H -17.10775 -3.40900 -12.57157 0.47
H -16.50483 -3.57849 -9.64335 0.62
H -15.40700 -3.97881 -10.89963 0.48
H -15.77230 -5.17513 -9.67789 0.01
```



2.
A 9-piece molecular cluster, C48H105N3O24P6 overall in a non-equilibrium geometry. Source: OMol25; level of theory: ωB97M-V/def2-TZVPD.

Properties
SMILES string: CCOP(=O)(OCC)OCC.CCOP(=O)(OCC)OCC.CCOP(=O)(OCC)OCC.CCOP(=O)(OCC)OCC.CCOP(=O)(OCC)OCC.CCOP(=O)(OCC)OCC.c1cc[nH]c1.c1cc[nH]c1.c1cc[nH]c1
HOMO-LUMO gap: 8.23 eV
Lowest unoccupied orbital energy: 0.3 eV
Molecular weight: 1294.2 Da
Energy relative to the best compared isomer or geometry (same formula, charge and spin): 3.6934 eV

```
186
Properties=species:S:1:pos:R:3:mulliken_charge:R:1
C -0.03312 -5.62741 2.64669 -1.18
C 0.97983 -4.60098 2.06530 -0.17
O 0.25209 -3.41417 1.73144 -0.25
P 1.06394 -2.07347 1.40654 0.78
O 1.36696 -1.23489 2.57895 -0.73
O 0.19596 -1.32017 0.24656 -0.18
C -0.79435 -0.34872 0.52725 -0.39
C -2.20483 -0.90369 0.49919 -1.06
O 2.34604 -2.69528 0.62665 -0.23
C 3.42590 -1.88405 0.41566 -0.37
C 3.33550 -1.52521 -1.10397 -1.05
H 0.39741 -6.59941 2.88741 0.35
H -0.38437 -4.98500 3.45418 0.30
H -0.90615 -5.71474 1.99994 0.30
H 1.70207 -4.32713 2.83438 0.36
H 1.58414 -5.09901 1.30709 0.30
H -0.61655 0.13065 1.48989 0.33
H -0.73963 0.47280 -0.18703 0.35
H -2.52587 -1.34359 1.44339 0.27
H -2.79289 0.01142 0.42938 0.39
H -2.41407 -1.50042 -0.38864 0.29
H 3.45657 -1.04233 1.10753 0.37
H 4.29350 -2.50901 0.62733 0.29
H 4.28760 -1.10020 -1.42175 0.36
H 3.03471 -2.36642 -1.72846 0.30
H 2.42564 -0.94937 -1.27327 0.26
C 7.42989 -10.87717 7.84992 -1.08
C 6.45136 -11.13949 6.72213 -0.22
O 7.24058 -11.02716 5.50442 -0.37
P 7.06285 -9.76327 4.50239 0.74
O 8.14491 -9.57137 3.51282 -0.72
O 5.60334 -9.87622 3.89308 -0.17
C 5.19280 -10.86258 2.94750 -0.42
C 5.18306 -10.14749 1.56231 -0.90
O 6.87818 -8.48910 5.56404 -0.17
C 7.16204 -7.18962 5.18226 -0.18
C 6.52959 -6.15686 6.13711 -1.24
H 8.25433 -11.58799 7.90588 0.31
H 7.94953 -9.94636 7.62259 0.26
H 6.91185 -10.75748 8.80144 0.34
H 6.05658 -12.15090 6.81854 0.39
H 5.60168 -10.45903 6.77801 0.30
H 5.80039 -11.76728 2.96877 0.34
H 4.17462 -11.10007 3.25573 0.32
H 5.96093 -9.38396 1.56974 0.28
H 5.43120 -10.78169 0.71125 0.31
H 4.24965 -9.58547 1.53073 0.28
H 8.24947 -7.14978 5.11880 0.32
H 6.85488 -6.93376 4.16822 0.29
H 6.82571 -5.12889 5.92812 0.38
H 5.44803 -6.26893 6.21303 0.30
H 6.85815 -6.37158 7.15399 0.31
C 3.97149 5.07617 -2.56866 -1.13
C 3.58412 5.60901 -3.98530 -0.27
O 3.87406 4.59299 -4.91846 -0.29
P 5.03120 4.98754 -6.05050 0.89
O 6.43378 5.07154 -5.60303 -0.74
O 4.86359 3.75620 -7.07613 -0.28
C 3.64372 3.23899 -7.52624 0.03
C 3.82662 2.04842 -8.48975 -1.25
O 4.34876 6.26138 -6.78573 -0.19
C 4.95761 6.94744 -7.82704 -0.21
C 4.31706 8.31907 -8.16286 -1.22
H 3.31804 4.28455 -2.20199 0.28
H 5.00944 4.74357 -2.58063 0.31
H 4.04429 5.84906 -1.80352 0.38
H 2.50617 5.75650 -4.05138 0.32
H 3.96812 6.62044 -4.11828 0.31
H 2.93779 2.97266 -6.73959 0.29
H 3.15659 3.96841 -8.17335 0.21
H 4.46492 2.32726 -9.32815 0.31
H 4.31785 1.28466 -7.88686 0.32
H 2.91598 1.65081 -8.93780 0.37
H 5.95712 7.23390 -7.49990 0.31
H 4.94278 6.30424 -8.70692 0.27
H 4.73065 9.02061 -7.43837 0.32
H 4.59457 8.66484 -9.15861 0.35
H 3.27392 8.50250 -7.90535 0.35
C -4.80574 2.23953 9.71993 -1.22
C -5.54723 2.28266 8.40340 -0.16
O -6.87817 1.77252 8.44234 -0.30
P -7.30572 0.48443 7.54203 0.76
O -8.58122 -0.15702 7.95514 -0.75
O -7.30581 0.95338 6.01231 -0.20
C -8.24946 1.89373 5.52695 -0.42
C -7.58908 3.14828 5.02980 -0.91
O -6.09473 -0.52380 7.68849 -0.23
C -6.16407 -1.92495 7.39206 -0.36
C -6.01721 -2.27475 5.88637 -0.98
H -4.81772 1.20807 10.07215 0.32
H -3.79666 2.60660 9.53257 0.35
H -5.20680 2.95108 10.44169 0.31
H -5.58110 3.34706 8.17100 0.33
H -4.97476 1.82635 7.59584 0.39
H -8.72768 1.46681 4.64541 0.29
H -9.03581 1.99436 6.27504 0.40
H -6.81143 3.45962 5.72726 0.19
H -7.09457 2.92807 4.08372 0.28
H -8.17067 4.06694 5.10657 0.35
H -5.38897 -2.35077 8.02924 0.30
H -7.05585 -2.30911 7.88729 0.35
H -5.13618 -1.81295 5.44067 0.28
H -5.99473 -3.35614 5.75149 0.38
H -6.82753 -1.82831 5.31003 0.26
C -1.43318 -4.59600 -6.12066 -1.23
C -2.22323 -3.34353 -5.82653 -0.17
O -2.80701 -2.91230 -7.08431 -0.24
P -3.98151 -1.77637 -7.05445 0.80
O -3.68273 -0.45497 -6.41598 -0.73
O -5.24932 -2.54980 -6.46046 -0.28
C -5.69857 -3.74199 -7.16089 -0.18
C -7.25218 -3.59708 -7.15550 -1.15
O -4.28047 -1.73936 -8.65516 -0.32
C -4.15398 -0.43759 -9.28602 -0.28
C -5.43257 0.39295 -9.23808 -1.11
H -1.00716 -4.59781 -7.12396 0.31
H -0.64983 -4.85694 -5.40908 0.35
H -2.23986 -5.32848 -6.14978 0.30
H -2.90972 -3.45831 -4.98768 0.35
H -1.50156 -2.53514 -5.70917 0.32
H -5.24476 -3.88767 -8.14116 0.39
H -5.36129 -4.58924 -6.56381 0.28
H -7.54597 -3.59595 -6.10584 0.30
H -7.55734 -2.71704 -7.72164 0.25
H -7.74535 -4.51670 -7.47044 0.39
H -3.35874 0.16915 -8.85289 0.30
H -3.85581 -0.52112 -10.33111 0.39
H -6.37469 -0.13416 -9.38861 0.28
H -5.57166 0.83975 -8.25364 0.29
H -5.49424 1.14002 -10.02941 0.38
C -6.67025 11.52192 -3.16571 -1.11
C -5.80912 11.31350 -1.94106 -0.18
O -4.47015 11.18179 -2.36205 -0.32
P -3.67327 9.74973 -2.31557 1.00
O -2.18113 9.90778 -2.40742 -0.75
O -4.11768 9.00364 -0.92577 -0.26
C -3.74404 9.42852 0.36945 -0.18
C -2.81661 8.35621 0.90561 -1.26
O -4.28146 8.83964 -3.52969 -0.32
C -3.67968 7.56341 -3.76018 -0.23
C -2.44346 7.70225 -4.73190 -1.06
H -6.55230 10.69327 -3.86395 0.28
H -7.72915 11.58945 -2.91614 0.36
H -6.31497 12.41047 -3.68756 0.29
H -5.79354 12.20504 -1.31415 0.32
H -6.22147 10.52631 -1.30987 0.27
H -3.28386 10.41579 0.32905 0.37
H -4.64428 9.41930 0.98391 0.26
H -2.46078 8.57386 1.91264 0.42
H -3.22324 7.34516 0.92887 0.29
H -1.85887 8.32013 0.38644 0.30
H -3.43415 7.22129 -2.75482 0.23
H -4.38856 6.80950 -4.10253 0.34
H -2.74380 8.19139 -5.65852 0.30
H -1.68021 8.40871 -4.40562 0.29
H -1.91156 6.76133 -4.87279 0.36
C -4.99860 -8.70381 -1.70462 -0.34
C -3.94111 -9.61566 -1.62874 -0.38
C -4.40927 -10.85360 -1.99726 -0.43
N -5.68394 -10.69508 -2.48661 -0.03
C -6.08163 -9.38398 -2.27956 -0.50
H -4.98225 -7.65400 -1.45158 0.38
H -2.94922 -9.42244 -1.24765 0.38
H -3.90728 -11.80974 -1.98272 0.34
H -6.19221 -11.53477 -2.72472 0.22
H -7.10819 -9.06094 -2.37024 0.36
C 3.09615 5.12778 8.99576 -0.32
C 4.22836 5.71481 8.45816 -0.29
C 4.57990 5.01050 7.31032 -0.51
N 3.66500 4.01575 7.14184 0.00
C 2.76482 4.07271 8.15115 -0.56
H 2.68604 5.47255 9.93348 0.37
H 4.69269 6.59942 8.86837 0.37
H 5.40263 5.10247 6.61672 0.37
H 3.66628 3.22598 6.51227 0.22
H 1.91638 3.40714 8.21102 0.35
C 10.70669 1.03619 1.94468 -0.52
C 10.41532 2.19181 2.66867 -0.34
C 10.15586 3.19693 1.67596 -0.48
N 10.26662 2.59226 0.41880 -0.01
C 10.58759 1.29894 0.58008 -0.34
H 11.01758 0.08153 2.34261 0.38
H 10.41737 2.39495 3.72939 0.38
H 9.92024 4.24608 1.77680 0.37
H 10.04206 2.92929 -0.50646 0.22
H 10.69342 0.74206 -0.33920 0.36
```